Density functional theory data (ωB97M-V/def2-TZVPD) for a 3-piece molecular cluster, C4H13NO2 overall in a non-equilibrium geometry.

Last column: Mulliken charge in e.
Positions of all 20 atoms, in Å:
C: 0.79 -2.01 0.54  -0.547
C: -0.33 -1.05 0.74  -0.549
C: -0.20 -0.23 -0.60  -0.522
N: 1.22 -0.20 -0.90  -0.363
C: 1.94 -1.19 -0.08  -0.551
H: 1.13 -2.56 1.42  0.328
H: 0.58 -2.78 -0.23  0.226
H: -1.28 -1.53 0.97  0.330
H: -0.19 -0.30 1.52  0.273
H: -0.69 0.74 -0.52  0.317
H: -0.66 -0.90 -1.33  0.235
H: 1.62 0.73 -0.82  0.306
H: 2.65 -1.72 -0.73  0.271
H: 2.63 -0.85 0.70  0.242
O: 1.18 3.06 -0.28  -0.608
H: 1.25 3.44 0.60  0.302
H: 1.06 3.84 -0.83  0.306
O: -4.23 0.81 0.05  -0.623
H: -4.95 1.27 -0.35  0.304
H: -3.51 1.44 0.14  0.323

As for the SMILES: C1CCNC1.O.O. The value obtained for the HOMO energy is -8.061 eV. The charge is 0. The energy relative to the best compared isomer or geometry (same formula, charge and spin) comes out at 22.1 kcal per mole. The gap between HOMO and LUMO is 8.55 eV.